[1]
An isolated ion of composition C5H13N2 and charge +1 at a distorted geometry, computed with ωB97M-V with the def2-TZVPD basis set.

Computed properties:
Calculated total energy   -307.4561 hartree
Gap between HOMO and LUMO   0.43306 Ha
SMILES   CCN1C[N+]1(C)C
HOMO energy   -14.57 eV

Structure (ORCA input):
```
! wB97M-V def2-TZVPD RIJCOSX def2/J DEFGRID3
* xyz 1 1
H -1.53 1.20 0.74
H 0.86 1.98 -0.17
H -0.15 -1.62 -2.59
H -1.64 -0.69 -0.84
C -0.81 -0.01 -1.28
H 1.69 -0.46 2.36
C 0.92 -0.93 1.72
C -0.97 0.80 1.60
H -1.45 -0.08 2.20
H 2.20 0.67 0.22
H 1.44 -1.54 0.92
N 0.28 -0.15 -0.38
H -1.18 -0.28 -3.33
C 1.15 0.88 0.08
H -1.20 0.96 -1.28
N 0.26 0.15 0.97
H 0.61 -0.20 -2.86
H 0.30 -1.60 2.29
H -0.41 1.51 2.25
C -0.37 -0.57 -2.61
*
```


[2]
An isolated ion of composition C5H13N2 and charge +1 at a distorted geometry, computed with ωB97M-V with the def2-TZVPD basis set.

Computed properties:
Calculated total energy   -307.4660 hartree
Gap between HOMO and LUMO   0.36323 Ha
HOMO energy   -13.29 eV

Structure (ORCA input):
```
! wB97M-V def2-TZVPD RIJCOSX def2/J DEFGRID3
* xyz 1 1
H 1.68 0.87 -1.34
H -2.28 -1.71 0.11
C -1.17 -1.90 0.37
H 0.26 1.00 1.90
C 1.30 -0.13 0.46
H -1.01 -1.73 1.47
H 2.15 -0.77 -1.32
H -0.32 -0.85 -1.32
H -1.03 1.27 -1.64
H -1.73 0.60 1.11
N -1.41 1.66 -0.74
N 0.47 1.04 0.86
C 2.14 0.17 -0.75
H 3.12 0.36 -0.50
C -0.59 -0.72 -0.27
H -0.67 -2.77 0.13
H 0.77 2.01 0.76
C -0.95 0.68 0.25
H 1.65 -0.70 1.32
H -2.40 1.60 -0.87
*
```


[3]
A 2-piece molecular cluster, C5H13N2 overall at a distorted geometry, computed with ωB97M-V with the def2-TZVPD basis set.

Computed properties:
Calculated total energy   -307.4773 hartree
Gap between HOMO and LUMO   0.34064 Ha
HOMO energy   -13.68 eV

Structure (ORCA input):
```
! wB97M-V def2-TZVPD RIJCOSX def2/J DEFGRID3
* xyz 1 1
H 1.74 1.98 -0.01
N 0.08 -1.41 -1.42
C 0.70 2.22 -0.29
H 1.33 -1.64 1.54
N -1.02 0.22 1.54
C -0.89 -1.25 -0.37
C -0.15 1.46 -0.95
H 0.18 0.51 -1.60
H -0.38 -1.49 -2.42
H 0.63 -2.30 -1.28
H -1.16 -2.13 0.14
C 1.13 -0.69 0.90
C -0.26 -0.44 0.73
H 1.59 0.06 1.60
H -1.27 1.69 -0.98
H -1.72 -0.61 -0.70
H 1.72 -0.91 0.02
H -0.59 0.67 2.27
H 0.49 3.18 0.26
H -1.96 0.14 1.60
*
```


[4]
An isolated ion of composition C5H13N2 and charge +1 at a distorted geometry, computed with ωB97M-V with the def2-TZVPD basis set.

Computed properties:
Calculated total energy   -307.5670 hartree
Gap between HOMO and LUMO   0.41441 Ha
SMILES   CCCC/[NH+]=C\N
HOMO energy   -14.79 eV

Structure (ORCA input):
```
! wB97M-V def2-TZVPD RIJCOSX def2/J DEFGRID3
* xyz 1 1
H -0.69 -0.92 1.20
H 0.33 -0.34 -1.87
H -0.81 -2.55 -0.17
H 1.98 -0.17 -0.04
C -0.62 1.92 0.03
N 0.56 1.37 -0.07
N -1.58 1.40 0.77
H -1.40 0.81 1.57
H 0.97 -2.75 -0.44
H 1.58 0.56 1.50
H -0.85 -1.63 -2.17
H 0.81 -1.93 -2.37
C 0.14 -2.05 -0.33
H -2.52 1.78 0.74
C 1.12 0.18 0.58
C 0.11 -1.39 -1.73
H -0.91 2.75 -0.63
H 0.93 -1.58 1.70
H 1.22 1.90 -0.63
C 0.36 -1.11 0.91
*
```


[5]
An isolated ion of composition C5H13N2 and charge +1 at a distorted geometry, computed with ωB97M-V with the def2-TZVPD basis set.

Computed properties:
Calculated total energy   -307.4697 hartree
Gap between HOMO and LUMO   0.34303 Ha
SMILES   C=[N+](C)N(C)CC
HOMO energy   -13.61 eV

Structure (ORCA input):
```
! wB97M-V def2-TZVPD RIJCOSX def2/J DEFGRID3
* xyz 1 1
H 0.45 2.10 -0.65
H -1.06 -0.02 1.81
H -0.42 1.57 -2.14
H 1.29 -2.11 1.19
H 2.50 -0.10 -1.13
C -1.88 0.31 1.12
C 2.16 -0.16 -0.11
C -1.62 -0.20 -0.25
H 2.33 0.78 0.32
H -0.43 -1.88 1.02
N 0.76 -0.61 -0.05
H 2.80 -0.88 0.41
C 0.56 -1.64 0.72
H -2.32 0.41 -0.90
N -0.28 0.07 -0.66
H -1.80 -1.31 -0.27
C 0.21 1.26 -1.32
H -1.68 1.38 1.09
H 1.20 0.93 -1.75
H -2.75 0.12 1.56
*
```


[6]
A 2-piece molecular cluster, C5H13N2 overall at a distorted geometry, computed with ωB97M-V with the def2-TZVPD basis set.

Computed properties:
Calculated total energy   -307.5264 hartree
Gap between HOMO and LUMO   0.36766 Ha
HOMO energy   -13.26 eV

Structure (ORCA input):
```
! wB97M-V def2-TZVPD RIJCOSX def2/J DEFGRID3
* xyz 1 1
C 1.57 1.90 -0.92
H -2.57 -2.41 -0.72
H 0.36 -2.25 -0.42
N 1.68 0.90 0.05
H -1.54 -0.13 0.20
C 0.60 2.83 -0.96
H -0.69 -1.09 1.43
C -1.11 -1.10 0.42
H 2.34 1.83 -1.71
H 1.34 2.18 1.63
C -2.07 -2.27 0.26
H 0.03 3.04 -0.04
N 0.01 -1.31 -0.53
H 0.58 3.57 -1.70
C 1.65 1.18 1.30
H -2.83 -2.20 1.01
H 0.78 -0.58 -0.38
H 1.72 0.35 2.03
H -0.35 -1.24 -1.45
H -1.51 -3.20 0.50
*
```


[7]
A 2-piece molecular cluster, C5H13N2 overall at a distorted geometry, computed with ωB97M-V with the def2-TZVPD basis set.

Computed properties:
Calculated total energy   -307.5283 hartree
Gap between HOMO and LUMO   0.36234 Ha
HOMO energy   -14.31 eV

Structure (ORCA input):
```
! wB97M-V def2-TZVPD RIJCOSX def2/J DEFGRID3
* xyz 1 1
H -0.86 0.13 -0.21
H 1.96 0.33 -0.22
H 0.31 -2.09 0.54
H 1.43 -1.24 -2.64
C 0.42 -0.93 -2.37
C -2.05 0.26 1.44
H -1.58 2.68 -0.19
H 2.78 -0.84 0.77
C 1.79 -0.50 0.46
H 1.33 -0.13 1.38
N -0.03 -0.99 -1.19
H 1.58 -2.30 -0.68
H 0.14 2.20 0.16
H -2.33 -0.79 1.44
C -0.90 2.15 0.47
N -1.26 0.72 0.57
H -0.19 -0.59 -3.20
H -2.45 0.89 2.22
C 0.92 -1.57 -0.20
H -1.01 2.61 1.45
*
```


[8]
An isolated ion of composition C5H13N2 and charge +1 at a distorted geometry, computed with ωB97M-V with the def2-TZVPD basis set.

Computed properties:
Calculated total energy   -307.4585 hartree
Gap between HOMO and LUMO   0.37885 Ha
SMILES   C=C(CCN)[NH2+]C
HOMO energy   -13.72 eV

Structure (ORCA input):
```
! wB97M-V def2-TZVPD RIJCOSX def2/J DEFGRID3
* xyz 1 1
H 2.05 0.29 -2.35
N 0.66 -1.13 1.65
H 1.07 1.12 1.83
C 0.17 0.37 1.83
C -0.86 0.58 0.70
N 0.56 -0.44 -1.25
H -1.10 1.71 0.63
H 0.72 1.62 -2.10
C -0.67 -0.21 -0.58
H -0.12 0.34 2.86
H 0.06 -1.68 2.26
C 1.28 0.77 -1.66
H 1.75 1.02 -0.72
H 0.81 -0.86 -0.23
C -1.86 -0.38 -1.29
H 1.56 -1.07 2.31
H -1.76 0.17 1.11
H -2.71 -0.64 -0.70
H -2.04 -0.43 -2.37
H 0.43 -1.16 -1.95
*
```


[9]
A 2-piece molecular cluster, C5H13N2 overall at a distorted geometry, computed with ωB97M-V with the def2-TZVPD basis set.

Computed properties:
Calculated total energy   -307.0325 hartree
Gap between HOMO and LUMO (alpha / beta)   0.35083 / 0.21031 Ha
HOMO energy (alpha / beta)   -18.79 / -18.76 eV

Structure (ORCA input):
```
! wB97M-V def2-TZVPD RIJCOSX def2/J DEFGRID3
* xyz 2 2
H 2.68 -0.99 -0.17
C 2.33 1.13 0.04
H -2.77 -1.17 0.41
H -1.89 0.43 1.90
H -1.01 0.92 -0.84
C -1.44 0.97 1.07
C -2.23 -0.75 -0.42
H 1.19 -0.40 -0.99
H -1.02 1.97 1.18
H 3.14 1.13 0.77
N 0.99 -0.77 1.03
H 1.55 1.81 0.39
C 1.81 -0.31 -0.09
N -1.56 0.48 -0.11
C -2.26 -1.11 -1.70
H 1.35 -0.44 1.94
H 2.61 1.47 -0.95
H -1.62 -0.64 -2.46
H 1.02 -1.80 1.08
H -2.86 -1.93 -2.07
*
```


[10]
A 2-piece molecular cluster, C5H13N2 overall at a distorted geometry, computed with ωB97M-V with the def2-TZVPD basis set.

Computed properties:
Calculated total energy   -307.0846 hartree
Gap between HOMO and LUMO (alpha / beta)   0.40775 / 0.26382 Ha
HOMO energy (alpha / beta)   -19.46 / -19.47 eV

Structure (ORCA input):
```
! wB97M-V def2-TZVPD RIJCOSX def2/J DEFGRID3
* xyz 2 2
H -1.44 2.17 -0.51
C 0.32 2.31 0.61
H 0.23 -2.36 -1.13
H -2.31 1.22 2.36
C -2.55 0.53 1.54
N 0.87 -1.78 -0.62
H 2.71 -2.99 -2.14
H -0.56 -0.16 1.38
H 2.18 -0.24 -1.17
C -1.25 0.30 0.67
H 0.60 3.25 0.14
C -0.79 1.61 0.17
H -2.84 -0.43 1.94
H -1.46 -0.34 -0.20
H 3.51 -1.48 -2.42
H 0.87 1.96 1.48
H 0.50 -1.20 0.13
N 2.81 -2.00 -1.90
C 1.94 -1.30 -1.25
H -3.35 0.94 0.93
*
```


[11]
An isolated ion of composition C5H13N2 and charge +2 at a distorted geometry, computed with ωB97M-V with the def2-TZVPD basis set.

Computed properties:
Calculated total energy   -307.1101 hartree
Gap between HOMO and LUMO (alpha / beta)   0.43535 / 0.30616 Ha
HOMO energy (alpha / beta)   -20.16 / -20.24 eV

Structure (ORCA input):
```
! wB97M-V def2-TZVPD RIJCOSX def2/J DEFGRID3
* xyz 2 2
H -1.11 2.67 0.56
C 1.20 -1.50 -0.49
C -0.67 0.22 -1.01
H -1.72 0.81 2.39
H -0.36 2.72 2.08
H 2.65 -2.87 -0.30
H 1.51 0.53 -0.51
H 2.86 -1.72 -1.58
N 2.30 -2.06 -0.80
C -1.02 0.80 1.53
H -0.67 1.26 -1.36
H -2.49 0.39 0.04
H -1.63 -1.01 0.50
H -0.19 0.24 1.98
H 1.13 -0.21 -2.09
N -0.61 2.13 1.28
H 0.65 -1.97 0.32
H -1.18 -0.37 -1.77
C 0.83 -0.14 -1.04
C -1.48 0.04 0.28
*
```


[12]
C5H13N2O as an isolated structure at a distorted geometry, computed with ωB97M-V with the def2-TZVPD basis set.

Computed properties:
Calculated total energy   -382.9136 hartree
Gap between HOMO and LUMO   0.23885 Ha
HOMO energy   -2.88 eV

Structure (ORCA input):
```
! wB97M-V def2-TZVPD RIJCOSX def2/J DEFGRID3
* xyz -1 1
H -0.23 -1.86 -2.57
O 0.62 -0.05 -3.72
H 1.30 1.58 -2.74
H 1.15 1.83 4.15
N -0.49 -1.02 1.76
H -0.11 0.59 4.21
H 0.80 -1.37 -0.42
C -0.74 -0.48 0.56
C 1.15 0.49 -2.63
C -0.91 -1.60 -1.75
H -1.81 -1.13 -2.16
H -0.43 1.11 -1.38
H 0.36 -0.33 1.36
H 2.06 -0.05 -2.28
H -1.10 -2.55 -1.23
H -1.68 0.11 0.53
H 0.12 1.25 2.66
C 0.22 1.53 3.70
N 0.38 0.51 -1.28
H -0.58 2.21 3.99
C -0.07 -0.77 -0.75
*
```